(1)
{
  "formula": "C3H5IO2",
  "method": "ωB97M-V/def2-TZVPD",
  "species": ["C", "C", "C", "O", "O", "I", "H", "H", "H", "H", "H"],
  "positions_angstrom": [[-1.3281, 1.0907, 0.9459], [0.1701, -2.7442, -1.3377], [0.3772, -1.4560, -1.0968], [-0.6820, 1.7906, 0.3223], [-1.9532, 0.3893, 1.5640], [0.9270, 5.3519, 2.8109], [1.3718, 4.2868, 1.7022], [0.7834, -3.4798, -0.8165], [-0.6160, -3.2187, -2.0200], [1.1968, -1.2359, -0.4054], [-0.2469, -0.7745, -1.6688]],
  "forces_ev_per_a": [[0.87, 0.80, -0.77], [-0.70, -1.35, -0.37], [-0.25, -1.05, -0.57], [1.47, 1.69, -1.46], [-2.33, -2.49, 2.23], [-0.03, 0.04, 0.06], [0.01, -0.06, -0.07], [-0.12, 0.04, -0.13], [1.14, 1.16, 0.94], [-0.53, 0.64, -0.38], [0.45, 0.58, 0.52]],
  "smiles": "O=C=O.C=C.I",
  "e_lumo_ev": 0.46,
  "largest_force_ev_per_a": 4.07,
  "e_above_lowest_kj_mol": 15.3,
  "e_homo_ev": -10.12
}

(2)
{
  "formula": "C9H10AuClOS3",
  "method": "ωB97M-V/def2-TZVPD",
  "species": ["Au", "S", "C", "S", "S", "Cl", "C", "C", "C", "C", "C", "C", "C", "H", "H", "H", "H", "H", "H", "C", "O", "H", "H", "H", "H"],
  "positions_angstrom": [[-0.4451, 0.8952, -0.3320], [1.3118, -1.3688, -4.0883], [0.8420, -0.4915, -2.7483], [1.8989, 0.4931, -1.8674], [-0.8072, -0.5814, -2.2145], [4.6171, 3.1701, 4.1037], [3.0789, 2.9347, 3.2977], [2.9319, 3.3248, 1.9737], [1.7292, 3.1281, 1.3404], [0.6292, 2.5247, 1.9813], [-0.6119, 2.3029, 1.2737], [0.8312, 2.1375, 3.3181], [2.0307, 2.3369, 3.9715], [3.7620, 3.7655, 1.4384], [1.6248, 3.3980, 0.2994], [-0.9115, 3.1871, 0.7103], [-1.4236, 2.0084, 1.9397], [0.0269, 1.6611, 3.8644], [2.1548, 2.0298, 5.0010], [0.2715, -2.8255, 0.3618], [0.0135, -2.0826, 1.5310], [0.3852, -3.8675, 0.6640], [1.1870, -2.4931, -0.1353], [-0.5502, -2.7507, -0.3557], [-0.0465, -1.1499, 1.2626]],
  "forces_ev_per_a": [[-0.64, 0.01, 0.15], [0.19, -0.49, -0.71], [-0.09, -0.05, -0.07], [0.58, 0.37, 0.32], [-0.22, 0.26, 0.41], [0.16, 0.05, 0.12], [-0.07, -0.06, -0.09], [0.20, 0.09, 0.17], [-0.27, -0.07, -0.01], [0.67, 0.05, 0.42], [-0.52, -0.40, -0.49], [-0.22, 0.02, -0.19], [0.32, 0.09, 0.05], [0.06, 0.01, 0.02], [0.01, -0.01, -0.13], [-0.05, 0.16, -0.02], [-0.01, 0.04, 0.05], [-0.12, -0.04, -0.06], [0.03, -0.03, 0.05], [0.00, -0.19, -0.30], [-0.04, 0.35, 0.38], [0.05, -0.08, 0.03], [-0.02, -0.01, -0.07], [0.10, 0.00, -0.01], [-0.07, -0.06, -0.03]],
  "e_lumo_ev": 4.45,
  "largest_force_ev_per_a": 0.89,
  "e_above_lowest_kj_mol": 21.4,
  "total_charge": -2,
  "e_homo_ev": 0.12
}

(3)
{
  "formula": "C28H44N2O19S",
  "method": "ωB97M-V/def2-TZVPD",
  "species": ["C", "C", "O", "C", "O", "O", "H", "H", "H", "H", "C", "C", "O", "C", "O", "O", "H", "H", "H", "H", "C", "C", "O", "C", "O", "O", "H", "H", "H", "H", "C", "C", "O", "C", "O", "O", "H", "H", "H", "H", "C", "C", "O", "C", "O", "O", "H", "H", "H", "H", "C", "C", "O", "C", "O", "O", "H", "H", "H", "H", "C", "C", "C", "C", "N", "H", "H", "H", "H", "H", "H", "H", "C", "C", "C", "C", "N", "H", "H", "H", "H", "H", "H", "H", "C", "S", "O", "C", "H", "H", "H", "H", "H", "H"],
  "positions_angstrom": [[14.3514, -3.9318, -5.6732], [15.7412, -3.2601, -5.8386], [15.3644, -1.9605, -5.8434], [14.0219, -1.8598, -6.1251], [13.5035, -0.7869, -6.4057], [13.4706, -3.0896, -6.3065], [14.1635, -4.2131, -4.6371], [14.2467, -4.8466, -6.2566], [16.1303, -3.6522, -6.7782], [16.4666, -3.5302, -5.0712], [13.6638, -0.3661, -2.0629], [14.3010, 0.4033, -3.2571], [14.8268, 1.4965, -2.5759], [14.7339, 1.4115, -1.2372], [15.2478, 2.2705, -0.5008], [14.1143, 0.3636, -0.8794], [13.8976, -1.4254, -1.9565], [12.5754, -0.3161, -2.0288], [13.5921, 0.7733, -3.9979], [15.1443, -0.1177, -3.7103], [13.8215, -7.0451, -7.8980], [13.9634, -7.1541, -9.4437], [13.8925, -8.5856, -9.5240], [13.8753, -9.2415, -8.3731], [13.8988, -10.4633, -8.2599], [14.0639, -8.3510, -7.3635], [12.9085, -6.5754, -7.5321], [14.6131, -6.4027, -7.5125], [14.8991, -6.6614, -9.7079], [13.1547, -6.6828, -10.0023], [12.0929, -2.4013, -9.9174], [13.1344, -1.4640, -10.5156], [12.4584, -0.2434, -10.4719], [11.1806, -0.3675, -10.5033], [10.3271, 0.4693, -10.6348], [10.9003, -1.6889, -10.2148], [12.1220, -2.4098, -8.8278], [11.9607, -3.4442, -10.2055], [13.4888, -1.8302, -11.4791], [13.9916, -1.4766, -9.8425], [15.0304, -6.3288, -2.1049], [14.5426, -6.7778, -0.7141], [15.2961, -7.8662, -0.3838], [16.0168, -8.2773, -1.4434], [16.8421, -9.2177, -1.4186], [15.8993, -7.4213, -2.4300], [15.4107, -5.3106, -2.0229], [14.1454, -6.4232, -2.7341], [13.4926, -7.0383, -0.8477], [14.6935, -5.8824, -0.1112], [19.6204, -0.2406, -7.7166], [18.1766, -0.4066, -8.1608], [17.9367, -1.7106, -8.2611], [18.8522, -2.3440, -7.5420], [18.7714, -3.5321, -7.3085], [19.9013, -1.5530, -7.3484], [19.8099, 0.4832, -6.9239], [20.2313, -0.0149, -8.5906], [18.2508, -0.0038, -9.1709], [17.3637, -0.0083, -7.5537], [9.0671, -0.5672, -6.5845], [10.3258, -0.0716, -5.7966], [9.9454, 0.3954, -4.3880], [9.4744, 1.8749, -4.3125], [9.1000, 2.9611, -4.1188], [8.5353, -1.3915, -6.1093], [9.4373, -0.8705, -7.5638], [8.3812, 0.2744, -6.6818], [10.5991, 0.7949, -6.3988], [11.1235, -0.8135, -5.8338], [10.8101, 0.3480, -3.7260], [9.1322, -0.2031, -3.9772], [19.0981, -8.6406, -4.3365], [19.3479, -8.4582, -5.8763], [19.2331, -7.0132, -6.3061], [17.8846, -6.5178, -6.2237], [16.8343, -6.1419, -6.0953], [18.2881, -7.9607, -4.0724], [19.9886, -8.2292, -3.8613], [18.8500, -9.6256, -3.9412], [18.6594, -9.0542, -6.4754], [20.3214, -8.8560, -6.1631], [19.4125, -6.8686, -7.3715], [19.8645, -6.3428, -5.7231], [14.8380, 2.4281, -6.7692], [13.1211, 3.1216, -6.4827], [12.4928, 2.1287, -5.5091], [12.2897, 2.5255, -8.0859], [15.3140, 2.4349, -5.7886], [15.4238, 2.8133, -7.6038], [14.7339, 1.3837, -7.0634], [11.2233, 2.6689, -7.9123], [12.4893, 1.5188, -8.4530], [12.7807, 3.1555, -8.8276]],
  "forces_ev_per_a": [[1.96, -3.67, -0.06], [-0.65, -3.87, -0.14], [-1.34, 2.86, 0.09], [-0.26, 3.05, -2.42], [0.90, -2.66, 1.02], [-0.48, 2.82, 0.93], [-0.64, 0.61, 0.20], [0.59, -0.20, 0.43], [0.39, 0.68, -0.27], [-0.23, 0.31, 0.13], [-0.75, -0.06, 0.14], [-0.42, -0.83, 0.88], [0.81, 1.80, -0.03], [3.32, 5.02, 0.88], [-1.63, -2.53, -1.80], [-1.56, -3.16, 0.32], [0.48, 0.17, 0.00], [-0.02, 0.20, -0.25], [-0.05, -0.28, -0.09], [-0.22, -0.28, -0.19], [0.93, 1.50, 0.40], [-0.68, -0.46, 2.40], [-0.11, 0.09, -2.66], [1.63, -2.51, 1.03], [-0.53, 3.27, -0.24], [-1.10, 0.11, -0.42], [-0.45, -0.64, -0.12], [0.16, -0.19, 0.05], [0.27, -0.90, -0.52], [-0.07, -0.36, 0.04], [-1.00, 0.39, 0.94], [0.76, -2.36, 1.10], [3.22, 2.09, -0.95], [-3.68, -1.32, 0.93], [1.36, -0.69, -0.08], [-1.28, 0.34, -0.79], [0.50, -0.01, 0.21], [0.43, 0.24, -0.66], [-0.35, 0.75, -0.44], [0.08, 0.59, -0.12], [-1.41, -1.51, 0.65], [-1.27, 2.22, -1.23], [0.70, -1.55, 0.87], [4.06, -2.90, 1.31], [-3.41, 3.02, -0.22], [0.37, 1.30, -1.81], [0.82, -0.43, -0.76], [0.46, 0.56, -0.60], [-0.07, -0.05, 0.77], [-0.21, -0.69, 0.98], [-0.21, 0.46, -0.31], [-0.23, 4.40, -1.36], [-0.88, -3.10, 0.02], [0.40, -3.49, -0.75], [0.45, 1.70, 0.32], [1.13, -1.27, 1.81], [-0.05, -0.24, 0.08], [0.19, 0.21, 0.20], [-1.22, 0.46, -0.03], [0.37, 0.83, 0.04], [0.97, 0.17, 0.52], [-1.83, 0.27, -1.00], [-0.03, 1.83, -0.05], [-0.09, -0.22, 0.40], [0.64, -1.88, -0.54], [0.08, -0.10, 0.02], [-0.42, -0.06, -0.16], [-0.10, -0.09, -0.18], [0.75, -0.11, 0.39], [-0.06, 0.20, 0.31], [-0.07, 0.02, 0.11], [0.07, -0.03, 0.10], [0.23, 1.18, -1.07], [-0.23, -1.37, 0.66], [0.08, 0.30, -0.55], [2.21, -0.86, 0.55], [-3.37, 1.21, 0.18], [-0.21, -0.17, 0.21], [0.02, -0.27, 0.38], [0.22, 0.01, -0.42], [-0.29, 0.01, 0.12], [0.19, 0.21, 0.14], [0.82, -0.17, -0.06], [0.15, 0.01, -0.12], [-0.74, -0.71, -0.29], [-0.88, -3.32, -0.67], [0.96, 1.37, -0.11], [1.45, 1.05, 0.38], [0.19, 0.40, -0.18], [-0.07, 0.92, 0.37], [-0.54, -0.19, 0.37], [0.20, 0.33, -0.28], [0.21, -0.26, 0.93], [-0.77, 0.43, -0.35]],
  "e_lumo_ev": -0.47,
  "largest_force_ev_per_a": 6.08,
  "e_homo_ev": -9.27
}